# C64H153N11O11

A 11-piece molecular cluster, C64H153N11O11 overall (wB97M-V/def2-TZVPD, the Open Molecules 2025 dataset).

## Properties
- ΔE to the lowest compared entry with this formula, charge and spin: 116.1 kcal per mole
- HOMO level: -7.8 eV
- Electronic energy: -107750.1843 eV
- SMILES: CC1(C)CCCC(C)(C)N1O.CC1(C)CCCC(C)(C)N1O.CC1(C)CCCC(C)(C)N1O.CC1(C)CCCC(C)(C)N1O.COC[C@H](C)N.COC[C@H](C)N.COC[C@H](C)N.COC[C@H](C)N.COC[C@H](C)N.COC[C@H](C)N.COC[C@H](C)N

```
! wB97M-V def2-TZVPD RIJCOSX def2/J DEFGRID3
* xyz 0 1
C -7.68920 -11.47696 18.97426
C -7.43995 -12.89994 18.62487
C -6.35146 -13.57064 19.56846
O -5.07145 -12.90925 19.25601
C -3.94506 -13.41824 19.88457
N -8.68404 -13.64972 18.79602
H -6.84073 -10.80824 18.82930
H -7.91998 -11.35860 20.03295
H -8.50562 -11.04286 18.39711
H -7.12517 -12.96884 17.58359
H -6.32766 -14.64133 19.36560
H -6.59363 -13.35808 20.60974
H -3.15666 -12.69381 19.68028
H -3.73458 -14.39046 19.43895
H -4.19099 -13.43482 20.94633
H -8.64690 -14.48771 18.23346
H -9.48464 -13.13424 18.45923
C -14.75784 -6.00639 24.15147
C -13.27920 -6.25350 23.80321
C -12.55028 -4.96908 23.25896
O -11.17768 -5.14961 22.95238
C -10.49123 -3.90753 22.78645
N -12.61790 -6.76786 25.03003
H -15.39459 -5.62661 23.35247
H -14.83064 -5.20437 24.88603
H -15.28289 -6.86073 24.57871
H -13.22245 -7.02313 23.03344
H -12.69336 -4.25131 24.06669
H -12.94677 -4.57107 22.32489
H -10.76662 -3.52104 21.80518
H -9.44007 -4.14290 22.95300
H -10.85195 -3.21545 23.54738
H -11.65367 -6.54423 24.82912
H -12.64522 -7.73133 24.72822
C -6.32055 -7.69818 19.09537
C -4.96126 -7.04091 18.81540
C -4.10670 -7.87003 17.84004
O -3.88034 -9.17154 18.29188
C -3.11012 -9.91721 17.38538
N -5.36826 -5.75353 18.18746
H -6.09903 -8.73462 19.34999
H -6.75083 -7.88756 18.11195
H -7.01313 -7.14599 19.73060
H -4.43684 -6.92106 19.76341
H -3.10514 -7.44070 17.86556
H -4.53117 -7.91954 16.83730
H -3.61060 -10.28694 16.49044
H -2.61401 -10.77540 17.83867
H -2.28203 -9.26297 17.11273
H -5.90525 -5.40655 18.96934
H -4.57609 -5.14606 18.03398
C -1.88025 -10.20651 20.97986
C -3.34309 -10.43372 21.66877
C -3.56294 -9.51444 22.89616
O -2.40654 -9.58069 23.78364
C -2.36762 -10.65136 24.69221
N -4.32801 -10.24325 20.63283
H -1.09905 -10.37898 21.72017
H -1.66167 -9.21421 20.58530
H -1.76111 -10.91461 20.15980
H -3.33788 -11.43249 22.10523
H -4.53385 -9.62535 23.37901
H -3.47605 -8.45093 22.67368
H -3.30600 -10.82579 25.21864
H -1.63428 -10.62937 25.49833
H -2.31052 -11.57588 24.11766
H -4.46146 -11.10053 20.11576
H -3.99592 -9.60710 19.92211
C -13.62289 -10.57141 20.79121
C -14.43972 -10.54273 22.08498
C -15.89888 -11.16345 22.00129
O -16.75010 -10.54522 21.02522
C -18.09439 -10.92386 21.13752
N -13.70016 -11.20752 23.16243
H -14.41057 -10.31364 20.08324
H -13.43075 -11.61421 20.53871
H -12.69573 -10.00029 20.74360
H -14.60471 -9.46776 22.15809
H -16.39961 -11.06175 22.96410
H -15.75810 -12.23939 21.89822
H -18.56823 -10.71688 22.09706
H -18.11525 -12.01062 21.05612
H -18.69126 -10.31881 20.45504
H -13.46233 -12.15890 22.92074
H -14.37962 -11.28441 23.90575
C -6.54715 -12.88978 25.30285
C -7.00210 -13.87008 24.25253
C -6.54643 -15.28901 24.53602
O -5.14885 -15.36272 24.56105
C -4.46620 -14.94784 23.35111
N -8.44079 -13.75795 24.00015
H -6.97408 -11.91127 25.08304
H -5.46058 -12.80455 25.28847
H -6.83979 -13.21804 26.30020
H -6.58532 -13.56110 23.29392
H -6.92400 -16.01337 23.81433
H -6.85115 -15.64818 25.51900
H -4.49668 -13.86907 23.19804
H -4.88757 -15.43664 22.47270
H -3.42431 -15.26732 23.37365
H -8.59431 -12.80320 23.70866
H -8.53703 -14.22553 23.11008
C -10.50456 -10.61673 25.43790
C -10.51323 -9.65876 24.15806
C -9.92738 -10.37543 22.90675
O -8.56089 -10.66244 23.02886
C -7.68210 -9.60379 22.60995
N -11.92397 -9.33720 23.96658
H -10.89981 -10.21372 26.37035
H -9.50370 -11.00931 25.61748
H -11.11965 -11.50165 25.27452
H -9.99632 -8.72782 24.39099
H -10.16979 -9.76894 22.03411
H -10.43917 -11.32943 22.78003
H -6.66925 -10.00354 22.65915
H -7.80486 -8.69666 23.20168
H -7.73221 -9.29494 21.56582
H -11.95847 -8.68234 23.19842
H -12.37129 -10.18671 23.65298
C -5.14771 -6.37974 22.86112
C -5.86871 -5.16049 23.47432
C -7.11178 -5.69339 24.23471
C -7.63729 -4.74402 25.27300
C -6.55940 -4.22601 26.24545
C -5.32581 -3.68535 25.55152
N -4.90962 -4.55803 24.40406
O -3.74205 -4.04681 23.76948
C -5.66805 -2.21996 25.13151
C -4.25581 -3.49911 26.71297
C -6.42972 -4.21500 22.42444
H -5.78731 -7.00637 22.23955
H -4.82727 -7.05727 23.65256
H -4.37598 -6.00320 22.18974
H -7.83160 -6.06918 23.50755
H -6.67732 -6.54388 24.76008
H -8.38929 -5.27486 25.85679
H -8.30501 -4.01051 24.82110
H -6.21002 -4.95075 26.98083
H -7.13000 -3.49331 26.81611
H -6.52552 -2.35432 24.47213
H -5.97334 -1.55542 25.93977
H -4.89511 -1.72170 24.54635
H -3.28802 -3.12192 26.38250
H -4.52378 -2.92888 27.60244
H -3.91131 -4.43680 27.14902
H -5.62737 -3.61583 21.99395
H -7.22938 -3.51721 22.67290
H -6.80790 -4.83522 21.61179
H -3.13573 -4.76470 23.96600
C -3.97963 -8.15516 29.60281
C -5.40023 -8.02758 29.11894
C -5.33625 -8.23757 27.55659
C -6.62624 -8.82505 26.89002
C -7.00589 -10.06940 27.71925
C -7.37393 -9.70685 29.20505
N -6.23377 -9.01909 29.83833
O -6.55986 -8.69910 31.15604
C -8.62675 -8.80060 29.13235
C -7.68143 -11.03379 29.87732
C -5.99167 -6.65102 29.25895
H -3.56306 -9.15868 29.68963
H -3.82887 -7.76150 30.60799
H -3.29503 -7.68865 28.89443
H -5.23258 -7.26712 27.07124
H -4.52609 -8.86854 27.19103
H -6.57316 -9.04754 25.82428
H -7.44019 -8.10008 26.89171
H -6.24394 -10.84768 27.67649
H -7.87950 -10.54141 27.26969
H -8.41670 -7.82461 28.69486
H -9.47398 -9.13565 28.53397
H -9.03549 -8.54013 30.10866
H -7.83505 -11.90082 29.23485
H -6.77202 -11.32620 30.40226
H -8.45869 -10.93118 30.63458
H -6.98335 -6.52583 28.82421
H -5.20618 -6.04107 28.81278
H -5.96301 -6.23372 30.26550
H -6.03875 -9.25881 31.73635
C -10.00933 -16.72857 24.91574
C -11.35162 -16.46972 25.75611
C -11.29715 -17.47980 26.93647
C -10.48058 -16.99884 28.06773
C -11.07169 -15.65575 28.53193
C -10.99634 -14.45703 27.50821
N -11.50224 -15.01900 26.18830
O -11.38594 -14.10938 25.12476
C -11.86408 -13.36939 28.05509
C -9.50554 -14.01639 27.38927
C -12.56560 -16.80197 24.82693
H -9.93835 -16.23557 23.94620
H -9.93595 -17.78562 24.66008
H -9.08823 -16.42783 25.41499
H -12.29530 -17.79459 27.24098
H -10.84490 -18.42862 26.64786
H -9.45705 -16.77731 27.76538
H -10.33694 -17.72812 28.86498
H -10.54063 -15.35655 29.43558
H -12.09809 -15.85672 28.83890
H -11.77337 -12.45279 27.47224
H -12.89244 -13.73035 28.03747
H -11.64808 -13.14637 29.09993
H -9.09336 -13.74317 28.36064
H -8.87795 -14.82794 27.02100
H -9.56029 -13.15865 26.71889
H -13.45651 -16.84874 25.45319
H -12.46489 -17.76937 24.33489
H -12.65235 -16.07926 24.01560
H -10.44260 -14.01919 24.97121
C -10.04815 -8.40255 18.95519
C -11.17654 -7.33818 18.79784
C -10.46141 -5.97858 18.43091
C -9.81730 -5.94515 17.05567
C -10.95351 -6.31502 16.03685
C -11.77648 -7.65428 16.29777
N -12.15923 -7.66495 17.73746
O -13.03874 -8.61057 18.12465
C -12.97524 -7.52334 15.34367
C -10.92320 -8.85848 15.85122
C -11.92065 -7.15881 20.19066
H -10.56332 -9.33261 19.19537
H -9.37431 -8.25342 19.79887
H -9.48125 -8.61431 18.04862
H -11.22117 -5.19784 18.46723
H -9.60621 -5.71568 19.05352
H -8.96520 -6.62217 16.99527
H -9.40344 -4.95386 16.87080
H -10.54818 -6.35734 15.02590
H -11.62622 -5.47943 15.84360
H -13.67042 -6.72389 15.60007
H -12.62251 -7.29445 14.33805
H -13.64233 -8.38526 15.33008
H -11.23349 -9.35991 14.93449
H -9.90263 -8.51887 15.67460
H -10.84127 -9.62057 16.62621
H -12.65233 -6.35271 20.13627
H -11.19665 -6.96873 20.98299
H -12.58369 -7.97177 20.48656
H -13.79100 -8.05148 18.33230
*
```